# C33H28ClFN5O4V

C33H28ClFN5O4V as an isolated structure (ωB97M-V with the def2-TZVPD basis set, OMol25).

Total charge = +1
Spin multiplicity = 4
Highest occupied orbital energy (alpha / beta) = -6.512 / -9.167 eV

Positions of all 73 atoms, in Å:
1 V -0.1486 -0.0058 0.0339
2 Cl 4.0909 -2.6754 5.2054
3 C 2.9324 -2.3214 3.9530
4 C 2.6137 -3.2996 3.0146
5 C 1.6947 -3.0308 2.0225
6 C 1.0807 -1.7811 1.9347
7 O 0.1662 -1.5442 0.9862
8 C 1.4371 -0.7897 2.8622
9 C 0.9105 0.5638 2.7672
10 N 0.3116 1.0101 1.7272
11 C -0.2377 2.3285 1.6816
12 C 0.1380 3.4023 2.4789
13 C -0.5466 4.6047 2.3618
14 C -1.6054 4.7396 1.4804
15 C -1.9926 3.6776 0.6492
16 C -3.0734 3.7358 -0.2783
17 C -3.3527 2.6229 -1.0682
18 C -2.5961 1.4841 -0.9750
19 N -1.5384 1.3763 -0.0904
20 C -1.2635 2.4713 0.7342
21 C 2.3452 -1.0849 3.8844
22 H 3.0892 -4.2709 3.0774
23 H 1.4195 -3.7891 1.3013
24 H 1.0430 1.2161 3.6277
25 H 0.9689 3.3217 3.1701
26 H -0.2449 5.4450 2.9749
27 H -2.1476 5.6762 1.4159
28 H -3.6586 4.6432 -0.3607
29 H -4.1686 2.6424 -1.7785
30 H -2.7831 0.6309 -1.6087
31 H 2.5991 -0.3240 4.6132
32 F -3.6137 -4.2356 -3.9967
33 C -2.4324 -3.6265 -4.2326
34 C -1.9123 -2.7719 -3.3077
35 C -0.7221 -2.1000 -3.5743
36 C -0.1840 -1.1379 -2.6063
37 O -0.7732 -0.9816 -1.5236
38 C 0.9679 -0.4096 -3.0035
39 C 1.5476 -0.7085 -4.1965
40 N 1.1239 -1.6576 -5.0477
41 C 1.8173 -1.8493 -6.3099
42 C 3.3071 -1.9394 -6.2864
43 C 2.4911 -3.1643 -6.5719
44 C -0.0602 -2.3345 -4.7818
45 C -0.6001 -3.2435 -5.6996
46 C -1.7858 -3.8853 -5.4447
47 N -2.2972 -4.7831 -6.4211
48 C -3.2281 -5.8095 -5.9774
49 C -3.3101 -6.8945 -7.0313
50 N -3.7874 -6.2632 -8.3217
51 C -2.8397 -5.1711 -8.7626
52 C -2.7488 -4.1454 -7.6550
53 C 1.5731 0.7623 -2.2356
54 O 2.4389 1.4002 -2.7926
55 O 1.0494 1.0180 -1.0767
56 H -2.4329 -2.5914 -2.3754
57 H 2.4215 -0.1439 -4.5000
58 H 1.3568 -1.3375 -7.1450
59 H 3.7908 -1.8876 -5.3196
60 H 3.8506 -1.4659 -7.0912
61 H 2.4371 -3.9211 -5.7993
62 H 2.4647 -3.5391 -7.5869
63 H -0.0718 -3.4667 -6.6160
64 H -4.2336 -5.4133 -5.7786
65 H -2.8744 -6.2648 -5.0550
66 H -4.0149 -7.6760 -6.7583
67 H -2.3351 -7.3282 -7.2413
68 H -4.7059 -5.8488 -8.1545
69 H -3.9078 -6.9617 -9.0533
70 H -3.2123 -4.7500 -9.6933
71 H -1.8786 -5.6520 -8.9297
72 H -3.7255 -3.6531 -7.5194
73 H -2.0455 -3.3794 -7.9688

Cartesian forces (eV/Å) of the 3 atoms listed first:
-0.32 1.63 -0.26
-0.10 0.03 -0.08
0.11 -0.13 0.07

Quick look at the Mulliken charges, all values in e: V 0.421; Cl -0.223; C 0.119; C -0.605; C -0.590; C 0.359; O -0.681; C 0.292; C 0.298; N 0.180; C 0.446; C -0.814; C -0.821; C -0.791; C 0.777; C -0.874; C -0.674; C -0.412; N 0.339; C 0.336; C -0.921; H 0.405; H 0.439; H 0.364; H 0.366; H 0.386; H 0.390; H 0.392; H 0.382; H 0.415; H 0.422; F -0.341; C 0.572; C -0.534; C 0.631; C 1.465; O -0.785; C -0.102; C -0.482; N 0.240; C -0.217; C -0.957; C -0.481; C -0.043; C -1.029; C -1.008; N 0.199; C -0.665; C -0.971; N -0.169; C -0.696; C -0.505; C 0.288; O -0.710; O -0.471; H 0.640; H 0.779; H 0.393; H 0.340; H 0.261; H 0.250; H 0.328; H 0.712; H 0.463; H 0.518; H 0.433; H 0.373; H 0.393; H 0.348; H 0.393; H 0.371; H 0.215; H 0.437